(1)
{"formula": "C53H41Cl2FeN3O3P2S2Te", "method": "wB97M-V/def2-TZVPD", "relative_energy_kcal_mol": 10.9, "lumo_ev": [2.01, 0.64], "homo_energy_ev": [-5.02, -5.02], "spin_multiplicity": 6, "charge": -1, "energy_ev": -173212.7137, "molar_mass_da": 1148.4, "homo_lumo_gap_ev": [7.03, 5.66], "species": ["H", "O", "C", "P", "C", "H", "C", "C", "H", "H", "H", "C", "C", "H", "H", "H", "C", "H", "C", "H", "C", "H", "H", "C", "H", "C", "H", "H", "H", "H", "H", "C", "C", "C", "S", "O", "H", "C", "C", "C", "C", "C", "C", "H", "H", "H", "N", "Fe", "Cl", "C", "C", "C", "H", "C", "H", "H", "C", "C", "C", "C", "H", "C", "Te", "C", "C", "H", "N", "C", "C", "H", "H", "H", "C", "N", "C", "C", "C", "P", "C", "C", "C", "C", "C", "H", "H", "C", "C", "C", "C", "C", "H", "H", "H", "C", "O", "C", "H", "H", "C", "H", "C", "H", "C", "H", "C", "S", "H", "Cl"], "positions_angstrom": [[16.00812, 8.95565, 18.34944], [14.56544, 7.36238, 10.54236], [14.30492, 18.73155, 11.47889], [17.25531, 13.75781, 15.39469], [13.28668, 10.30237, 13.41479], [14.26171, 15.46963, 10.62377], [17.91967, 15.64192, 12.20125], [10.52709, 12.02597, 11.28312], [9.84792, 12.37317, 8.89890], [10.94814, 13.04452, 11.44795], [10.32389, 11.64773, 12.26969], [13.20054, 8.86704, 15.72146], [10.83543, 8.01350, 16.04041], [18.62460, 12.51546, 9.99194], [15.36818, 5.59150, 10.69360], [9.25427, 11.83631, 6.62368], [17.43188, 13.41885, 11.47829], [13.55108, 17.66476, 9.79368], [19.30404, 14.53739, 10.53266], [8.74424, 6.27020, 13.86626], [11.55475, 11.15690, 10.61711], [16.57136, 11.20171, 14.75684], [13.34133, 8.95636, 16.83493], [11.99313, 8.10204, 15.27945], [19.61256, 16.51744, 11.25366], [16.28455, 11.17698, 18.57638], [13.28832, 14.76938, 20.61723], [14.42938, 17.13148, 16.50927], [15.39847, 17.21983, 14.25821], [14.38946, 18.27046, 18.70487], [14.03297, 19.71643, 11.04196], [14.39971, 16.29978, 11.24243], [19.59908, 7.55894, 11.31404], [19.24152, 6.27231, 10.91146], [14.68719, 9.45224, 12.96761], [16.49398, 9.35337, 10.60370], [18.45048, 16.86462, 19.15328], [9.72029, 7.35895, 15.53141], [14.14234, 17.20906, 18.68501], [15.71188, 14.53967, 14.83610], [10.69475, 10.26655, 6.49037], [19.02959, 15.61726, 11.34751], [13.57625, 15.31628, 19.75244], [12.31505, 8.93217, 6.55608], [16.76321, 13.24333, 18.49780], [12.84483, 7.51815, 13.36486], [12.52520, 10.61810, 11.33455], [14.27321, 9.44301, 10.56152], [20.50412, 5.12162, 10.75481], [17.84762, 15.56795, 17.54511], [18.68103, 16.42415, 18.20902], [18.52424, 13.35952, 10.63331], [10.34562, 9.97419, 5.47398], [10.32420, 11.56425, 8.43993], [19.69035, 14.80265, 14.84592], [16.22788, 11.22175, 19.66799], [18.22134, 14.97181, 16.33107], [15.12104, 17.31020, 13.23105], [10.84735, 6.82225, 13.51565], [16.96665, 7.02651, 10.78759], [8.85619, 7.29747, 16.12459], [11.36839, 10.90091, 9.15222], [13.84783, 14.14772, 15.51888], [14.03934, 17.56917, 10.76273], [11.97571, 7.42929, 14.05342], [14.87703, 19.40719, 13.40356], [13.83808, 16.64264, 19.83393], [17.10172, 14.54338, 12.22770], [11.75117, 9.65988, 7.10729], [17.71178, 16.56459, 12.72150], [21.25305, 16.35195, 15.91881], [17.57075, 4.96829, 10.44026], [16.57142, 12.35974, 17.92074], [12.37756, 10.88113, 12.69222], [13.91624, 15.24508, 17.34921], [9.99502, 11.28080, 7.12977], [12.19078, 9.99393, 8.42935], [15.48069, 14.42860, 13.07923], [14.82541, 18.56665, 12.75772], [20.31699, 16.16653, 16.38242], [15.59311, 6.63720, 10.64447], [16.77154, 12.33868, 16.54620], [19.44796, 15.28854, 15.77651], [16.09438, 9.07047, 15.87840], [20.61405, 17.37912, 18.16099], [14.93619, 16.16044, 12.48548], [14.16621, 16.61726, 17.42714], [17.30908, 8.43044, 10.88957], [16.33472, 9.95813, 16.48272], [16.16280, 9.93977, 17.90235], [20.59408, 7.73617, 11.70372], [9.62321, 12.02239, 10.65987], [20.15682, 14.56413, 9.83554], [9.68238, 6.74779, 14.25935], [13.30013, 9.50579, 8.86615], [17.94653, 5.98543, 10.67494], [14.07939, 8.53302, 15.21806], [16.82159, 12.54513, 11.56176], [19.93427, 16.73410, 17.61711], [10.81480, 8.43214, 17.02066], [13.58302, 14.61902, 18.55971], [10.91529, 6.30689, 12.56456], [18.69599, 8.64903, 11.26948], [13.41360, 13.54504, 18.56731], [16.56282, 11.16251, 15.83330], [13.11045, 10.64489, 15.19679], [16.87468, 15.36266, 17.93156], [19.09959, 10.24151, 11.80789]], "forces_ev_per_a": [[-0.093, 0.583, 0.346], [1.540, -1.074, 0.005], [-0.469, -0.203, -0.393], [-0.274, -1.068, 0.044], [-0.449, 1.178, 0.683], [-0.365, -1.266, -0.863], [0.873, 0.381, -0.786], [0.019, 0.341, -0.314], [-0.786, 0.947, 0.617], [-0.406, -0.520, -0.318], [-0.196, -0.172, 0.272], [-0.541, 1.203, 0.964], [-0.141, -0.463, -0.757], [0.455, -0.485, -0.234], [0.160, -1.095, -0.132], [-0.790, 0.489, -0.395], [0.281, -0.340, -0.071], [0.197, -0.174, 0.092], [0.347, -1.323, -0.288], [1.126, 0.504, 0.532], [0.664, -0.390, -0.299], [0.169, -0.186, -0.296], [-0.166, -0.450, -1.063], [-0.146, -0.635, -0.231], [0.285, 0.142, 0.038], [-0.085, -1.287, 0.734], [-0.033, -0.020, 0.932], [-0.040, 0.366, 0.297], [0.477, -0.115, 0.560], [-0.086, -0.044, 0.275], [0.257, -0.778, 0.558], [-0.447, 1.638, -0.478], [-0.886, 2.598, 0.260], [0.116, 0.370, 0.065], [0.298, 0.011, -0.276], [0.249, 0.054, 0.380], [-0.353, 0.164, 0.441], [0.298, -0.405, -0.942], [0.289, 1.377, -0.794], [0.939, -0.144, -0.155], [-0.545, -0.262, -0.937], [-0.384, 0.324, 0.074], [-0.100, 0.943, -0.989], [0.309, -0.338, 0.024], [-0.119, 0.320, 0.158], [-0.465, -0.203, 0.808], [-0.995, 0.499, -1.255], [0.204, -0.060, 0.268], [0.445, -0.694, -0.024], [-0.323, -0.374, -0.629], [1.963, 0.408, -1.069], [-0.121, 2.105, 0.167], [0.634, 0.110, 0.759], [1.179, -0.973, -0.462], [0.265, -0.010, -0.243], [-0.162, -0.185, -0.295], [-0.395, 0.339, 0.744], [-0.263, 0.042, 0.653], [-0.073, -0.661, 0.355], [0.034, -0.147, -0.585], [-1.072, 0.001, 0.810], [-0.021, 0.229, 0.562], [-0.953, 0.145, 0.964], [0.194, 0.101, -0.484], [0.974, 0.780, -1.295], [0.381, 0.641, 0.520], [-0.120, -1.406, 0.228], [-0.425, -0.956, 0.470], [0.267, -0.079, 0.128], [-0.180, -0.048, 0.245], [0.742, 0.369, -0.136], [0.500, 0.711, 0.175], [0.577, -0.480, -0.484], [0.747, -0.689, 0.346], [-0.340, 0.312, 0.515], [0.713, -0.201, 1.136], [-0.285, 0.305, -0.525], [-0.090, 1.684, -1.131], [-0.461, 0.117, -0.652], [-0.955, 0.438, 1.619], [-1.482, 1.863, -0.026], [-0.194, 1.261, -0.691], [-0.251, -0.396, -0.347], [0.469, 0.376, 0.375], [0.019, 0.073, -0.127], [0.468, -0.985, 1.177], [0.168, -1.358, -0.232], [-0.044, -0.516, -0.828], [-1.146, -0.084, 1.105], [0.698, 0.821, -1.778], [0.053, 0.066, -0.237], [0.282, 0.362, 0.616], [-0.486, 0.080, 0.373], [-0.426, 0.442, 0.541], [0.145, -0.251, 0.159], [-1.867, -0.119, 0.256], [0.673, -0.565, 0.036], [-0.469, -0.448, -0.011], [-0.229, -0.558, -0.253], [-0.145, 0.349, 0.566], [0.468, -0.508, -0.568], [0.045, 0.259, -0.101], [0.293, -1.858, 0.327], [-0.109, 0.123, 0.068], [0.193, -0.208, 0.320], [-0.406, -0.725, -0.490], [-0.561, -0.146, 0.325], [0.275, -0.210, -0.099]]}

(2)
{"formula": "C53H43F4NO2P2Pd", "method": "wB97M-V/def2-TZVPD", "relative_energy_kcal_mol": 63.6, "lumo_ev": 3.87, "homo_energy_ev": 0.01, "charge": -2, "energy_ev": -94166.8157, "molar_mass_da": 970.3, "homo_lumo_gap_ev": 3.85, "species": ["H", "Pd", "F", "C", "N", "H", "C", "H", "C", "C", "H", "H", "C", "C", "C", "C", "C", "C", "H", "H", "H", "H", "H", "C", "H", "H", "H", "H", "C", "F", "C", "C", "O", "H", "C", "C", "H", "H", "C", "C", "H", "C", "C", "H", "C", "C", "C", "H", "C", "H", "H", "H", "H", "H", "H", "C", "C", "C", "H", "C", "H", "C", "C", "C", "H", "C", "F", "C", "H", "C", "C", "C", "C", "H", "H", "C", "P", "C", "H", "H", "C", "C", "H", "H", "C", "C", "H", "P", "C", "O", "C", "H", "C", "C", "C", "H", "H", "H", "C", "H", "C", "C", "H", "F", "C", "C"], "positions_angstrom": [[4.36340, 1.18659, 3.33575], [2.80667, 3.10403, 6.00625], [2.11993, 2.59979, 9.51519], [-0.35577, 0.71827, 2.94842], [0.32365, -1.61829, 0.71501], [-1.75101, 1.00537, 5.30138], [0.72514, 0.65316, -0.16423], [8.25791, 3.06118, 1.82736], [1.48319, 1.06505, 6.20586], [0.58814, 5.35887, 6.89528], [0.62095, 2.75175, 7.32973], [-1.73342, 6.98514, 2.81726], [3.98798, 8.43889, 4.51917], [5.05923, 8.41963, 5.41351], [7.39246, 3.54716, 2.27809], [6.16500, 3.90017, 9.33544], [7.20164, 4.23871, 6.75373], [-0.43678, 5.67297, 1.68628], [1.41723, -0.17779, 3.73008], [6.18710, 0.82105, 7.23850], [8.75367, 5.38802, 7.69751], [-0.96798, 5.83301, 0.74649], [7.79613, 5.15752, 9.98561], [2.12495, 1.67094, 8.50043], [-1.18737, -0.25871, 0.33282], [7.24542, 2.10058, 3.86985], [2.17642, 3.89119, 2.97633], [-1.01325, 4.40723, 5.76363], [-3.14153, 3.11457, 2.37988], [-3.58906, 3.92485, 1.36045], [0.62321, 0.55926, 3.90554], [2.62471, 0.41574, 8.75120], [1.25480, -1.96456, -0.03522], [-1.85282, 5.13872, 9.91699], [-0.15463, -0.19047, 0.70428], [5.71905, 3.62919, 4.03328], [5.31274, 6.21975, 1.85693], [4.67081, 2.64107, 8.40835], [4.81620, 0.56653, 4.11334], [-3.72055, 3.25898, 3.64039], [0.11116, 2.27670, 5.09425], [-2.13152, 1.59647, 4.46440], [-0.16918, 6.15619, 4.03418], [4.58544, -1.26204, 2.99929], [5.92728, -1.01711, 6.12843], [2.14740, -0.17670, 6.41405], [7.31305, 4.67223, 9.13739], [4.07474, 5.83221, 7.40361], [2.66405, -0.46927, 7.66072], [3.94132, 9.18793, 3.72887], [0.13563, 1.50055, -0.53848], [1.57901, 1.04227, 0.40924], [5.58321, -2.68103, 4.79633], [-1.73765, 2.12287, 1.10045], [-4.54181, 3.94283, 3.82640], [5.08866, 7.48085, 6.44790], [5.55049, 3.27329, 8.25013], [-0.86505, 6.32658, 2.84036], [6.34053, -1.63696, 6.92426], [-1.17630, 5.22278, 9.06522], [-0.47887, 6.70530, 4.92304], [5.49127, -1.60218, 4.93840], [5.16942, 4.77941, 3.44807], [4.93247, -0.81099, 3.93075], [2.21637, -0.89189, 5.59075], [5.73819, 5.31485, 2.29359], [-3.71739, 2.59584, 5.92801], [0.66800, 4.82006, 1.72790], [-2.52628, 4.21565, 7.70312], [5.27931, 1.15601, 5.30334], [1.33679, 4.58991, 2.93266], [3.01154, 6.51896, 5.63805], [1.45355, 2.03788, 7.29073], [-0.21983, 0.15579, 1.89929], [5.74209, 3.77797, 10.33253], [6.85267, 4.70362, 1.70852], [1.85966, 5.11568, 5.62455], [0.05792, 5.86531, 9.20326], [1.02383, 4.33555, 0.81801], [2.12862, 7.51625, 3.92952], [6.02635, 3.48748, 6.94503], [0.92121, 5.26857, 4.09096], [2.98389, 0.11095, 9.73499], [7.30245, 5.13325, 0.81217], [0.93646, 5.94710, 8.12201], [-3.17947, 2.47596, 4.66082], [1.09467, 0.05441, -1.00999], [5.00920, 2.93434, 5.54125], [7.84064, 4.81446, 7.85178], [-0.30778, -2.38491, 1.47370], [6.83063, 3.01003, 3.43473], [4.29858, 5.25182, 3.91074], [4.05739, 6.55075, 6.58047], [2.96515, 7.49790, 4.62737], [-2.12926, 2.21571, 2.10958], [5.91384, 7.46831, 7.16063], [0.34091, 6.30266, 10.16157], [7.60007, 4.36803, 5.74731], [-1.55351, 4.69370, 7.82912], [1.89073, 6.46605, 8.22038], [0.70478, 1.36019, 5.04865], [5.83351, 0.36244, 6.31416], [5.86590, 9.14643, 5.31282], [3.23305, -1.70513, 7.87930], [-1.52618, 1.47560, 3.16952], [-0.68870, 4.77931, 6.73784]], "forces_ev_per_a": [[0.087, -0.180, 0.242], [0.757, 0.425, -0.651], [-0.054, -0.523, -0.181], [0.771, 0.142, 3.108], [-2.064, 2.376, -0.542], [-0.132, 0.294, -0.327], [-0.146, 0.069, -0.175], [-0.192, 0.126, 0.040], [-1.252, 1.033, -0.666], [-0.273, 0.681, 0.178], [0.452, -0.242, 0.205], [0.173, -0.152, -0.076], [0.037, -0.062, 0.097], [-0.064, -0.031, -0.017], [-0.074, 0.065, 0.034], [0.151, -0.205, -0.275], [-0.392, -0.220, 0.405], [0.101, -0.061, -0.079], [-0.211, 0.051, -0.023], [-0.100, -0.154, -0.226], [-0.160, -0.056, 0.057], [0.119, -0.109, 0.250], [-0.086, -0.088, -0.195], [-1.312, 0.650, -1.042], [0.157, 0.069, 0.631], [-0.101, 0.231, -0.071], [-0.263, 0.179, 0.102], [0.175, -0.104, 0.338], [0.101, -0.364, 0.200], [-0.039, -0.315, 0.350], [-1.020, 0.113, -1.259], [0.724, -0.147, 0.602], [0.432, -0.500, 0.852], [0.196, 0.041, -0.186], [1.000, -4.294, -4.658], [0.885, 0.158, -0.400], [0.099, -0.243, 0.078], [0.138, 0.332, -0.146], [0.161, -0.276, 0.210], [-0.114, 0.336, -0.029], [0.157, -0.318, 0.042], [-0.557, 0.173, 0.042], [0.088, -0.262, -0.583], [0.046, 0.098, 0.283], [-0.046, 0.012, -0.107], [1.007, -0.842, 0.811], [-0.061, -0.028, -0.160], [0.058, 0.011, -0.378], [-0.574, -0.037, -1.210], [0.069, -0.135, 0.155], [0.225, 0.003, 0.024], [-0.035, 0.023, -0.152], [-0.074, 0.306, 0.058], [0.029, 0.179, 0.161], [0.166, -0.027, -0.055], [-0.266, 0.050, 0.031], [-0.025, 0.229, 0.020], [0.071, 0.032, 0.108], [-0.097, 0.100, -0.192], [0.068, 0.018, -0.049], [0.095, -0.166, -0.197], [0.048, -0.008, 0.103], [0.187, -0.203, 0.136], [0.043, 0.259, 0.078], [-0.017, 0.103, 0.464], [0.195, -0.064, -0.036], [0.123, 0.019, -0.568], [0.032, 0.083, 0.103], [0.267, 0.112, 0.018], [0.562, -0.176, 0.061], [-0.301, 0.276, 0.110], [-0.166, 0.847, -0.020], [0.026, -0.845, 1.615], [-0.225, 0.595, 1.199], [0.137, -0.008, -0.214], [-0.149, 0.020, 0.191], [-0.130, -1.341, 0.249], [-0.035, -0.013, -0.146], [-0.199, 0.012, 0.242], [0.244, -0.063, 0.107], [0.951, 0.124, -0.093], [-0.229, 0.820, -0.457], [0.075, 0.225, -0.351], [-0.135, -0.130, 0.194], [-0.493, -0.250, 0.001], [0.418, -0.575, -0.259], [0.051, 0.378, 0.087], [-1.717, -0.536, 0.352], [-0.033, 0.032, 0.075], [0.714, -0.037, -0.542], [-0.118, 0.435, -0.232], [0.324, -0.229, -0.190], [0.013, 0.139, -0.302], [0.275, -0.093, 0.387], [-0.007, 0.171, 0.116], [-0.181, 0.013, -0.170], [-0.075, -0.097, -0.204], [-0.096, 0.045, 0.249], [0.119, 0.175, -0.028], [-0.202, -0.225, 0.064], [1.469, 0.455, 1.774], [-0.088, -0.219, -0.383], [-0.162, -0.183, 0.010], [-0.220, 0.512, -0.022], [-0.491, 0.888, 0.480], [0.182, 0.093, 0.341]]}